(1)
Below is a cluster of 2 separate species, C3H8OS in total in a non-equilibrium geometry, with properties calculated with ωB97M-V with the def2-TZVPD basis set.

Geometry (Å):
1 C -0.648 0.780 0.455
2 C 0.585 0.715 -0.436
3 C 1.478 -0.533 0.048
4 H -2.863 -1.464 1.082
5 H -0.565 0.609 1.658
6 H -1.230 1.833 0.621
7 H 1.227 1.746 -0.419
8 H 0.445 0.655 -1.380
9 H 1.400 -1.417 -0.618
10 H 1.163 -0.671 1.253
11 H 3.138 -1.172 -0.045
12 O 2.962 -0.126 0.068
13 S -2.181 -0.305 -0.193

Cartesian forces (eV/Å) of the 2 atoms listed first:
-3.675 1.868 3.215
3.229 1.054 7.180

## Properties
frontier orbital gap = 8.77 eV
HOMO level = -9.13 eV
LUMO = -0.3597 eV
2S+1 = 1

***

(2)
Below is a cluster of 2 separate species, C3H8N2O2 in total in a non-equilibrium geometry, with properties calculated with ωB97M-V with the def2-TZVPD basis set.

Geometry (Å):
1 C 1.168 -0.667 -0.507
2 C 0.434 0.640 1.310
3 C -1.615 -0.461 -1.185
4 N 0.921 -0.625 0.801
5 O -0.399 0.278 -1.204
6 N 1.324 1.661 1.238
7 O 1.056 2.695 1.877
8 H 0.486 -1.441 1.211
9 H 1.794 0.116 -0.906
10 H 1.175 -1.629 -1.003
11 H -0.223 0.550 2.173
12 H -0.326 0.834 -0.256
13 H -2.460 0.224 -1.286
14 H -1.607 -1.163 -2.019
15 H -1.729 -1.012 -0.244

Cartesian forces (eV/Å) of the 2 atoms listed first:
0.252 -0.203 1.072
0.244 0.717 0.703

## Properties
frontier orbital gap (spin up / spin down) = 7.86 / 7.86 eV
HOMO level (spin up / spin down) = -7.50 / -7.50 eV
LUMO (spin up / spin down) = 0.3589 / 0.3592 eV
2S+1 = 1

***

(3)
Below is an isolated molecule of C5H8O, with properties calculated with ωB97M-V with the def2-TZVPD basis set.

Geometry (Å):
1 C -2.017 -0.290 -0.372
2 C -1.473 1.080 -0.318
3 C -0.746 -0.050 0.409
4 C 0.408 -0.508 -0.324
5 C 2.535 -0.401 0.188
6 O 1.296 -0.990 0.553
7 H -1.851 -0.851 -1.286
8 H -2.876 -0.569 0.221
9 H -1.949 1.804 0.335
10 H -1.000 1.494 -1.205
11 H -0.732 -0.030 1.497
12 H 2.346 0.069 -0.781
13 H 3.346 -1.121 0.135
14 H 2.713 0.362 0.949

Cartesian forces (eV/Å) of the 2 atoms listed first:
-0.376 -0.064 -0.148
-0.216 0.139 -0.099

## Properties
frontier orbital gap = 9.09 eV
HOMO level = -8.18 eV
LUMO = 0.9174 eV
2S+1 = 1

***

(4)
Below is a structure of composition C32H32MoN3O5SSi, with properties calculated with ωB97M-V with the def2-TZVPD basis set.

Geometry (Å):
1 Mo 0.506 -1.724 1.889
2 C 0.601 6.051 0.845
3 C 0.852 4.686 1.414
4 C -0.127 3.696 1.348
5 C 0.108 2.427 1.841
6 C 1.342 2.159 2.422
7 C 2.333 3.131 2.524
8 C 2.078 4.388 2.011
9 S 1.682 0.566 3.013
10 O 2.764 0.594 3.932
11 O 0.400 -0.087 3.405
12 N 1.940 -0.423 1.723
13 C 3.057 -0.667 0.910
14 C 4.175 0.099 0.760
15 C 5.182 -0.320 -0.142
16 C 5.054 -1.465 -0.874
17 C 3.892 -2.268 -0.743
18 C 3.648 -3.454 -1.474
19 C 2.480 -4.143 -1.289
20 C 1.543 -3.676 -0.357
21 N 1.745 -2.580 0.351
22 C 2.900 -1.858 0.153
23 H -0.451 6.194 0.607
24 H 1.178 6.188 -0.072
25 H 0.908 6.829 1.543
26 H -1.086 3.921 0.900
27 H -0.655 1.662 1.789
28 H 3.269 2.904 3.015
29 H 2.836 5.157 2.085
30 H 4.300 1.008 1.334
31 H 6.070 0.288 -0.246
32 H 5.831 -1.772 -1.560
33 H 4.388 -3.805 -2.182
34 H 2.265 -5.044 -1.843
35 H 0.614 -4.204 -0.182
36 O 1.765 -2.878 3.355
37 N 1.004 -3.854 3.381
38 O -0.007 -3.638 2.627
39 C -4.626 0.129 -0.511
40 C -3.546 -0.235 0.516
41 C -3.979 -1.518 1.247
42 C -3.384 0.891 1.545
43 Si -1.919 -0.587 -0.352
44 O -0.877 -1.247 0.787
45 C -2.055 -1.896 -1.674
46 C -2.104 -1.559 -3.028
47 C -2.208 -2.540 -4.005
48 C -2.257 -3.877 -3.641
49 C -2.204 -4.235 -2.300
50 C -2.103 -3.252 -1.328
51 C -0.992 0.892 -1.023
52 C -1.584 2.107 -1.370
53 C -0.825 3.156 -1.877
54 C 0.544 3.011 -2.037
55 C 1.154 1.808 -1.704
56 C 0.389 0.763 -1.211
57 H -5.591 0.229 -0.008
58 H -4.729 -0.642 -1.277
59 H -4.421 1.074 -1.014
60 H -4.924 -1.338 1.767
61 H -3.245 -1.830 1.995
62 H -4.141 -2.345 0.554
63 H -4.339 1.077 2.046
64 H -3.066 1.829 1.085
65 H -2.661 0.622 2.322
66 H -2.054 -0.517 -3.325
67 H -2.249 -2.261 -5.049
68 H -2.343 -4.642 -4.402
69 H -2.252 -5.278 -2.015
70 H -2.070 -3.543 -0.281
71 H -2.650 2.250 -1.247
72 H -1.307 4.086 -2.150
73 H 1.134 3.828 -2.431
74 H 2.222 1.683 -1.836
75 H 0.878 -0.179 -0.980

Cartesian forces (eV/Å) of the 2 atoms listed first:
0.385 -0.323 -0.071
0.007 -0.015 0.004

## Properties
frontier orbital gap (spin up / spin down) = 7.56 / 7.45 eV
HOMO level (spin up / spin down) = -11.56 / -11.74 eV
net charge = +1
LUMO (spin up / spin down) = -3.9982 / -4.2920 eV
2S+1 = 3

***

(5)
Below is a cluster of 7 separate species, C34H102N15O7P5S2 in total in a non-equilibrium geometry, with properties calculated with ωB97M-V with the def2-TZVPD basis set.

Geometry (Å):
1 O -1.478 2.396 -6.364
2 P -0.675 1.985 -5.190
3 N 0.920 2.320 -5.496
4 C 2.034 1.802 -4.688
5 C 1.221 3.566 -6.217
6 N -0.829 0.333 -5.003
7 C -0.546 -0.460 -3.807
8 C -0.732 -0.445 -6.233
9 N -1.068 2.585 -3.707
10 C -2.491 2.515 -3.327
11 C -0.291 3.517 -2.929
12 H 2.570 1.057 -5.281
13 H 1.609 1.222 -3.865
14 H 2.653 2.626 -4.343
15 H 2.283 3.583 -6.448
16 H 0.908 4.437 -5.631
17 H 0.642 3.595 -7.139
18 H -0.585 0.215 -2.951
19 H -1.268 -1.269 -3.726
20 H 0.479 -0.848 -3.851
21 H -1.396 -0.109 -7.023
22 H 0.311 -0.454 -6.581
23 H -0.929 -1.511 -6.091
24 H -2.711 3.246 -2.548
25 H -3.102 2.433 -4.220
26 H -2.660 1.614 -2.714
27 H -0.371 3.509 -1.839
28 H -0.431 4.530 -3.323
29 H 0.785 3.311 -2.990
30 O -7.153 -1.443 2.703
31 P -6.575 -1.836 1.404
32 N -5.888 -0.611 0.518
33 C -4.863 0.202 1.180
34 C -6.700 0.133 -0.449
35 N -7.598 -2.709 0.412
36 C -8.881 -3.145 0.946
37 C -7.412 -2.955 -1.014
38 N -5.181 -2.829 1.642
39 C -4.713 -3.604 0.515
40 C -5.278 -3.609 2.861
41 H -5.213 0.525 2.161
42 H -4.660 1.139 0.655
43 H -3.926 -0.347 1.103
44 H -6.062 0.347 -1.316
45 H -6.957 1.150 -0.133
46 H -7.571 -0.452 -0.724
47 H -9.043 -2.704 1.925
48 H -9.657 -2.907 0.211
49 H -8.907 -4.236 1.055
50 H -6.561 -2.413 -1.425
51 H -7.320 -4.016 -1.234
52 H -8.252 -2.443 -1.501
53 H -5.313 -4.507 0.319
54 H -4.681 -2.986 -0.379
55 H -3.723 -4.021 0.724
56 H -4.298 -4.053 3.067
57 H -6.076 -4.365 2.837
58 H -5.478 -3.024 3.758
59 O -0.949 0.496 -0.643
60 P -0.251 0.451 0.651
61 N 1.353 0.966 0.544
62 C 2.363 0.737 1.546
63 C 1.797 1.462 -0.753
64 N -0.143 -1.074 1.321
65 C 0.684 -2.066 0.649
66 C -1.346 -1.571 1.948
67 N -0.998 1.438 1.781
68 C -0.601 1.419 3.178
69 C -1.420 2.744 1.291
70 H 1.948 0.484 2.519
71 H 3.046 1.587 1.575
72 H 2.941 -0.168 1.287
73 H 2.732 0.947 -1.004
74 H 1.833 2.551 -0.803
75 H 1.137 1.133 -1.557
76 H 1.317 -1.567 -0.085
77 H 1.315 -2.587 1.370
78 H 0.058 -2.804 0.144
79 H -1.106 -2.354 2.678
80 H -1.926 -0.820 2.478
81 H -2.066 -2.061 1.274
82 H 0.262 2.054 3.415
83 H -1.457 1.832 3.726
84 H -0.438 0.418 3.569
85 H -1.812 2.682 0.280
86 H -0.599 3.442 1.476
87 H -2.277 3.040 1.907
88 O 1.159 4.381 5.681
89 P 1.121 5.681 4.979
90 N 1.989 5.676 3.532
91 C 2.527 4.435 2.985
92 C 2.066 6.837 2.642
93 N 1.689 6.888 5.980
94 C 2.670 6.671 7.036
95 C 1.524 8.286 5.559
96 N -0.425 6.091 4.518
97 C -1.396 6.747 5.387
98 C -0.923 5.530 3.268
99 H 3.311 4.629 2.251
100 H 1.741 3.846 2.500
101 H 3.012 3.904 3.804
102 H 3.076 7.243 2.676
103 H 1.344 7.584 2.971
104 H 1.702 6.535 1.656
105 H 3.681 6.407 6.712
106 H 2.781 7.577 7.629
107 H 2.233 5.874 7.639
108 H 2.244 8.523 4.772
109 H 0.553 8.461 5.089
110 H 1.559 8.986 6.391
111 H -2.352 6.238 5.284
112 H -1.035 6.819 6.411
113 H -1.516 7.790 5.065
114 H -1.852 6.024 2.976
115 H -1.087 4.460 3.381
116 H -0.242 5.788 2.458
117 O 1.589 -5.567 -1.069
118 P 2.995 -5.119 -1.207
119 N 3.017 -3.510 -1.718
120 C 2.198 -3.074 -2.839
121 C 4.229 -2.720 -1.522
122 N 3.882 -5.952 -2.349
123 C 3.246 -6.955 -3.192
124 C 5.313 -5.840 -2.432
125 N 3.885 -5.226 0.212
126 C 3.698 -4.228 1.268
127 C 3.996 -6.578 0.757
128 H 2.771 -2.716 -3.696
129 H 1.533 -2.297 -2.454
130 H 1.574 -3.911 -3.153
131 H 4.682 -2.504 -2.496
132 H 4.915 -3.118 -0.781
133 H 4.011 -1.709 -1.139
134 H 2.230 -6.685 -3.466
135 H 3.782 -7.034 -4.142
136 H 3.322 -7.936 -2.714
137 H 5.783 -4.975 -1.974
138 H 5.796 -6.770 -2.099
139 H 5.654 -5.749 -3.474
140 H 2.897 -4.471 1.972
141 H 4.659 -4.169 1.785
142 H 3.506 -3.247 0.837
143 H 4.679 -6.587 1.609
144 H 4.495 -7.206 0.017
145 H 3.005 -6.911 1.076
146 C 5.862 1.521 0.623
147 S 7.307 0.617 -0.020
148 O 8.390 1.583 -0.377
149 C 7.812 -0.140 1.544
150 H 5.956 1.622 1.706
151 H 4.962 0.936 0.440
152 H 5.765 2.507 0.176
153 H 8.683 -0.777 1.389
154 H 7.050 -0.777 1.991
155 H 8.136 0.697 2.165
156 C -3.537 -6.042 -2.734
157 S -1.993 -5.447 -3.519
158 O -2.375 -4.475 -4.589
159 C -1.399 -4.374 -2.189
160 H -3.381 -6.986 -2.219
161 H -4.205 -6.152 -3.589
162 H -3.935 -5.270 -2.077
163 H -1.843 -4.656 -1.228
164 H -1.715 -3.352 -2.377
165 H -0.340 -4.573 -2.024

Cartesian forces (eV/Å) of the 2 atoms listed first:
-0.005 0.403 0.526
-0.025 -1.150 -0.912

## Properties
frontier orbital gap = 8.49 eV
HOMO level = -8.30 eV
LUMO = 0.1853 eV
2S+1 = 1

***

(6)
Below is a cluster of 11 separate species, C4H32N2O10 in total in a non-equilibrium geometry, with properties calculated with ωB97M-V with the def2-TZVPD basis set.

Geometry (Å):
1 C 0.174 2.980 2.264
2 N 0.411 2.260 1.036
3 C 1.674 2.670 0.348
4 C 1.517 2.172 -1.106
5 C 2.549 2.888 -2.047
6 N 1.810 0.759 -1.358
7 H 0.695 3.971 2.183
8 H -0.864 3.312 2.486
9 H 0.400 2.582 3.268
10 H 0.301 1.262 1.244
11 H 1.715 3.799 0.416
12 H 2.502 2.173 0.842
13 H 0.462 2.367 -1.386
14 H 2.300 2.726 -3.110
15 H 3.573 2.792 -1.670
16 H 2.443 3.991 -2.109
17 H 1.370 -0.022 -0.931
18 H 2.806 0.679 -1.444
19 O 0.131 -3.511 -2.992
20 H -0.253 -2.917 -2.353
21 H -0.557 -3.491 -3.672
22 O -1.687 -3.791 -0.465
23 H -2.288 -3.888 -1.210
24 H -1.438 -4.631 -0.078
25 O -0.173 -2.963 2.172
26 H 0.753 -3.172 2.358
27 H -0.427 -3.889 2.056
28 O 0.602 -2.072 -0.399
29 H -0.172 -2.256 0.153
30 H 0.127 -1.921 -1.219
31 O -0.748 -0.097 1.470
32 H -1.616 0.064 1.854
33 H -0.373 -0.968 1.639
34 O -2.081 -1.607 -1.924
35 H -1.595 -2.058 -1.189
36 H -2.198 -0.702 -1.561
37 O 0.785 -1.097 3.776
38 H 1.716 -1.148 4.037
39 H 0.935 -0.685 2.915
40 O 0.296 0.475 -3.891
41 H 1.047 0.588 -4.482
42 H 0.700 -0.025 -3.177
43 O -3.594 -0.054 3.139
44 H -4.142 -0.831 3.038
45 H -2.830 -0.157 3.707
46 O -2.631 1.097 -0.894
47 H -2.015 1.093 -1.635
48 H -2.111 1.254 -0.099

Cartesian forces (eV/Å) of the 2 atoms listed first:
-0.406 2.405 0.999
0.149 0.339 0.651

## Properties
frontier orbital gap = 8.10 eV
SMILES = CNC[C@@H](C)N.O.O.O.O.O.O.O.O.O.O
HOMO level = -8.24 eV
LUMO = -0.1427 eV
2S+1 = 1

***

(7)
Below is a structure of composition C18H16Cl2IrN4PS3, with properties calculated with ωB97M-V with the def2-TZVPD basis set.

Geometry (Å):
1 Ir 0.551 0.740 0.211
2 Cl -1.084 2.025 1.565
3 C -1.446 3.367 0.480
4 C -2.562 4.118 0.799
5 C -2.882 5.206 0.008
6 C -2.078 5.520 -1.077
7 C -0.970 4.747 -1.367
8 Cl 0.005 5.193 -2.729
9 C -0.610 3.625 -0.603
10 S 0.823 2.708 -1.015
11 H -3.166 3.847 1.653
12 H -3.753 5.805 0.233
13 H -2.304 6.366 -1.710
14 S 2.212 0.985 1.946
15 C 1.462 -0.492 2.411
16 N 0.518 -0.866 1.580
17 C -0.080 -2.067 1.929
18 C -1.094 -2.722 1.239
19 C -1.548 -3.930 1.732
20 C -1.005 -4.478 2.898
21 C 0.002 -3.830 3.591
22 C 0.464 -2.618 3.094
23 S 1.724 -1.580 3.728
24 H -1.522 -2.293 0.344
25 H -2.336 -4.447 1.200
26 H -1.378 -5.424 3.267
27 H 0.419 -4.257 4.494
28 C 3.527 0.662 -1.394
29 P 1.998 -0.271 -1.154
30 C 2.521 -1.904 -0.581
31 C 1.372 -0.533 -2.827
32 H 4.172 0.142 -2.104
33 H 4.040 0.780 -0.442
34 H 3.282 1.650 -1.785
35 H 3.215 -2.345 -1.297
36 H 1.650 -2.551 -0.475
37 H 3.011 -1.814 0.389
38 H 2.181 -0.903 -3.459
39 H 1.005 0.417 -3.216
40 H 0.554 -1.252 -2.834
41 N -1.052 0.225 -0.953
42 C -1.619 -0.507 -1.664
43 N -2.237 -1.267 -2.480
44 C -2.763 -2.391 -1.999
45 N -3.220 -3.386 -1.627

Cartesian forces (eV/Å) of the 2 atoms listed first:
-0.088 -0.015 0.097
-0.035 0.038 0.025

## Properties
frontier orbital gap = 7.94 eV
HOMO level = -7.91 eV
LUMO = 0.0230 eV
2S+1 = 1

***

(8)
Below is a cluster of 2 separate species, C4H8FNO in total in a non-equilibrium geometry, with properties calculated with ωB97M-V with the def2-TZVPD basis set.

Geometry (Å):
1 C 1.395 1.198 0.289
2 C -0.018 0.807 -0.586
3 C -0.569 -0.494 -0.186
4 C -1.900 -0.531 0.364
5 H 1.317 2.002 1.337
6 H 1.832 -0.195 0.403
7 H 2.234 1.761 -0.433
8 H -0.901 1.686 -0.450
9 H 0.346 0.796 -1.754
10 H -2.277 -1.547 0.564
11 H -2.019 -0.178 1.410
12 H 1.951 -2.236 -0.262
13 N 0.071 -1.649 -0.047
14 O 1.431 -1.427 -0.284
15 F -2.892 0.007 -0.365

Cartesian forces (eV/Å) of the 2 atoms listed first:
1.436 -0.584 0.120
1.354 4.055 -1.201

## Properties
frontier orbital gap = 9.78 eV
HOMO level = -9.18 eV
LUMO = 0.6038 eV
2S+1 = 1